# 1
{"formula": "C17H22Br28ClFI4N2O5P3S", "method": "ωB97M-V with the def2-TZVPD basis set", "charge": 1, "gap_ev": 7.65, "e_tot_ha": -76391.7757, "symbols": ["C", "C", "C", "N", "C", "Cl", "C", "P", "O", "I", "S", "O", "O", "F", "C", "I", "I", "C", "I", "C", "N", "P", "O", "P", "O", "Br", "H", "H", "H", "H", "H", "H", "H", "H", "H", "H", "H", "H", "H", "C", "Br", "Br", "Br", "H", "C", "Br", "Br", "Br", "H", "C", "Br", "Br", "Br", "H", "C", "Br", "Br", "Br", "H", "C", "Br", "Br", "Br", "H", "C", "Br", "Br", "Br", "H", "C", "Br", "Br", "Br", "H", "C", "Br", "Br", "Br", "H", "C", "Br", "Br", "Br", "H"], "positions_angstrom": [[3.814, -0.352, 0.372], [2.711, 0.245, -0.443], [3.239, 0.858, -1.723], [1.429, 0.263, -0.313], [0.638, 0.554, 0.791], [1.413, 0.309, 2.423], [-0.585, -0.512, 0.706], [0.219, -2.067, -0.233], [1.576, -2.486, 0.567], [-1.005, -4.166, 0.121], [-1.165, -1.177, 2.305], [-0.307, -2.193, 2.763], [-1.464, -0.219, 3.315], [-2.523, -1.875, 1.989], [-1.783, 0.010, -0.174], [-3.433, 0.968, 0.942], [-2.816, -1.406, -1.446], [-1.397, 1.162, -1.187], [-0.470, 0.554, -3.039], [-0.716, 2.311, -0.441], [0.214, 1.988, 0.704], [-0.493, 2.757, 2.204], [0.537, 3.181, 3.149], [1.650, 3.228, 0.259], [1.003, 4.649, 0.663], [3.407, 3.098, 1.563], [4.458, 0.471, 0.689], [3.514, -0.874, 1.268], [4.416, -0.960, -0.302], [2.589, 1.660, -2.055], [4.278, 1.157, -1.626], [3.133, 0.072, -2.480], [1.637, -2.138, 1.473], [-2.361, 1.541, -1.499], [-1.512, 2.960, -0.081], [-0.218, 2.918, -1.203], [-1.424, 1.942, 2.859], [-1.182, 3.931, 1.827], [0.663, 5.061, -0.154], [5.424, 6.357, 0.057], [6.842, 5.080, 0.313], [6.096, 8.131, -0.250], [4.217, 5.800, -1.345], [4.852, 6.386, 0.974], [1.019, -6.548, -2.675], [1.586, -4.709, -2.542], [-0.500, -6.733, -3.844], [2.467, -7.705, -3.190], [0.700, -6.853, -1.688], [-4.085, -8.808, -4.834], [-5.471, -8.676, -3.508], [-3.546, -7.068, -5.479], [-2.585, -9.840, -4.202], [-4.503, -9.341, -5.677], [9.887, 6.105, 2.993], [10.815, 5.838, 1.327], [8.627, 7.559, 2.884], [9.048, 4.480, 3.606], [10.626, 6.379, 3.732], [0.146, 6.728, 3.346], [-0.342, 7.053, 5.179], [-1.263, 7.256, 2.130], [1.830, 7.557, 2.898], [0.281, 5.659, 3.238], [-8.803, -10.794, -5.172], [-8.974, -9.603, -3.664], [-7.396, -10.254, -6.378], [-8.594, -12.623, -4.611], [-9.727, -10.734, -5.727], [0.472, -7.114, -7.669], [-0.222, -8.872, -8.049], [2.344, -6.977, -8.102], [-0.564, -5.734, -8.531], [0.382, -6.958, -6.604], [-4.068, 8.573, 5.423], [-4.356, 10.351, 6.101], [-4.648, 7.226, 6.673], [-4.878, 8.331, 3.690], [-3.002, 8.448, 5.294], [-4.268, -0.198, 5.798], [-3.509, 0.690, 7.328], [-5.294, -1.746, 6.301], [-5.306, 1.020, 4.716], [-3.446, -0.542, 5.187]]}

=====

# 2
{"formula": "C17H22Cl2MnO4", "method": "ωB97M-V with the def2-TZVPD basis set", "charge": -2, "gap_ev": [5.00, 4.85], "spin_multiplicity": 4, "e_tot_ha": -3033.3298, "symbols": ["C", "C", "C", "C", "C", "C", "C", "C", "C", "C", "Mn", "Cl", "Cl", "O", "H", "H", "H", "H", "H", "H", "H", "H", "H", "H", "H", "H", "H", "H", "H", "H", "O", "H", "O", "C", "O", "C", "C", "C", "C", "C", "C", "H", "H", "H", "H", "H"], "positions_angstrom": [[0.153, -1.433, -2.596], [1.000, -0.292, -2.791], [0.173, 0.859, -2.829], [2.466, -0.286, -2.974], [-1.180, 0.434, -2.741], [-1.190, -0.983, -2.596], [-2.399, -1.808, -2.433], [0.593, -2.829, -2.486], [0.644, 2.257, -2.968], [-2.361, 1.326, -2.755], [-0.056, -0.696, 0.304], [4.607, 1.210, 0.037], [2.061, -1.174, 0.044], [-1.532, 0.408, -0.069], [2.909, -1.241, -2.666], [2.972, 0.498, -2.388], [2.688, -0.131, -4.036], [1.603, 2.403, -2.448], [-0.081, 2.966, -2.549], [0.786, 2.492, -4.034], [-2.176, 2.258, -2.206], [-3.236, 0.829, -2.312], [-2.596, 1.580, -3.800], [-3.196, -1.274, -1.899], [-2.189, -2.722, -1.866], [-2.763, -2.074, -3.433], [1.563, -2.939, -1.990], [0.673, -3.213, -3.508], [-0.132, -3.433, -1.928], [-1.651, 1.154, 0.541], [-1.147, -2.200, 0.258], [-1.878, -2.233, 0.910], [0.158, 2.252, 1.808], [0.174, 1.205, 2.443], [0.009, -0.045, 2.023], [0.414, 0.976, 3.896], [0.511, -0.376, 4.305], [0.507, -0.657, 5.669], [0.426, 0.383, 6.599], [0.332, 1.710, 6.169], [0.314, 2.019, 4.808], [0.547, -1.173, 3.569], [0.567, -1.704, 5.977], [0.437, 0.159, 7.660], [0.252, 2.521, 6.873], [0.224, 3.019, 4.406]]}

=====

# 3
{"formula": "C17H22N10O2", "method": "ωB97M-V with the def2-TZVPD basis set", "charge": 0, "gap_ev": 8.19, "smiles": "CCN(CC)Cc1c(C(=O)N/N=C(\\C)c2ccncc2)nnn1-c1nonc1N", "e_tot_ha": -1358.9282, "symbols": ["C", "C", "N", "C", "C", "C", "C", "C", "C", "O", "N", "N", "C", "C", "C", "C", "C", "N", "C", "C", "N", "N", "N", "C", "N", "O", "N", "C", "N", "H", "H", "H", "H", "H", "H", "H", "H", "H", "H", "H", "H", "H", "H", "H", "H", "H", "H", "H", "H", "H", "H"], "positions_angstrom": [[1.930, 4.639, -0.408], [1.352, 3.501, 0.438], [2.124, 2.278, 0.411], [3.364, 2.268, 1.161], [3.267, 1.356, 2.386], [2.128, 1.564, -0.847], [1.755, 0.154, -0.548], [0.507, -0.402, -0.294], [-0.823, 0.223, -0.409], [-1.006, 1.361, -0.777], [-1.810, -0.657, -0.055], [-3.097, -0.305, -0.094], [-4.046, -1.089, 0.242], [-3.886, -2.499, 0.747], [-5.397, -0.536, 0.096], [-5.580, 0.842, -0.050], [-6.864, 1.334, -0.189], [-7.945, 0.569, -0.193], [-7.775, -0.734, -0.066], [-6.538, -1.340, 0.081], [0.684, -1.697, 0.068], [1.923, -1.975, 0.060], [2.612, -0.875, -0.311], [3.983, -0.938, -0.404], [4.769, -0.017, -0.887], [6.014, -0.488, -0.797], [6.046, -1.729, -0.255], [4.805, -2.059, 0.011], [4.380, -3.181, 0.605], [1.303, 5.522, -0.315], [1.970, 4.355, -1.457], [2.937, 4.893, -0.082], [1.280, 3.818, 1.482], [0.344, 3.259, 0.091], [3.595, 3.281, 1.505], [4.193, 1.938, 0.523], [4.194, 1.389, 2.953], [2.451, 1.679, 3.026], [3.079, 0.325, 2.096], [1.353, 1.976, -1.495], [3.099, 1.598, -1.358], [-1.506, -1.591, 0.228], [-4.655, -2.725, 1.480], [-2.916, -2.643, 1.220], [-3.973, -3.207, -0.078], [-4.720, 1.491, -0.053], [-7.045, 2.395, -0.300], [-8.681, -1.327, -0.083], [-6.475, -2.413, 0.165], [5.031, -3.937, 0.718], [3.385, -3.354, 0.591]]}

=====

# 4
{"formula": "C17H22N2O", "method": "ωB97M-V with the def2-TZVPD basis set", "charge": 0, "gap_ev": 9.77, "smiles": "CCOCCCN[C@H](c1ccccc1)c1ccncc1", "e_tot_ha": -845.7208, "de_lowest_kj_mol": 211.7, "symbols": ["C", "C", "O", "C", "C", "C", "N", "C", "C", "C", "C", "C", "C", "C", "C", "C", "C", "N", "C", "C", "H", "H", "H", "H", "H", "H", "H", "H", "H", "H", "H", "H", "H", "H", "H", "H", "H", "H", "H", "H", "H", "H"], "positions_angstrom": [[3.693, -2.443, -3.910], [3.108, -1.812, -2.656], [1.942, -2.524, -2.303], [1.157, -1.921, -1.302], [1.760, -2.012, 0.103], [0.789, -1.505, 1.174], [0.526, -0.085, 0.990], [-0.821, 0.272, 0.569], [-0.858, 1.695, 0.050], [-2.078, 2.345, -0.102], [-2.127, 3.639, -0.587], [-0.959, 4.299, -0.930], [0.257, 3.653, -0.791], [0.308, 2.358, -0.306], [-1.813, 0.078, 1.697], [-2.737, -0.959, 1.694], [-3.563, -1.121, 2.795], [-3.524, -0.338, 3.858], [-2.647, 0.653, 3.862], [-1.772, 0.902, 2.819], [3.929, -3.486, -3.720], [4.597, -1.918, -4.205], [2.970, -2.396, -4.720], [3.847, -1.848, -1.842], [2.856, -0.755, -2.841], [0.970, -0.866, -1.551], [0.209, -2.468, -1.328], [2.018, -3.052, 0.309], [2.671, -1.412, 0.150], [1.236, -1.682, 2.157], [-0.138, -2.089, 1.128], [0.773, 0.447, 1.815], [-1.088, -0.398, -0.259], [-2.993, 1.835, 0.164], [-3.081, 4.134, -0.697], [-0.998, 5.310, -1.306], [1.172, 4.160, -1.063], [1.252, 1.848, -0.201], [-2.818, -1.623, 0.845], [-4.295, -1.919, 2.830], [-2.650, 1.276, 4.747], [-1.078, 1.729, 2.866]]}